(1)
Molecular formula: C19H50BN15O14
Method: DFT, the ωB97M-V functional and the def2-TZVPD basis

Element x y z (Å)
C: 2.844 0.033 0.612
C: 2.470 0.992 -0.470
O: 3.242 1.429 -1.319
O: 1.172 1.361 -0.403
C: 0.605 1.851 -1.619
C: 0.391 0.726 -2.630
C: -1.063 0.293 -2.774
C: -1.865 1.194 -3.692
B: -2.242 2.615 -3.139
O: -2.393 3.621 -4.059
O: -2.409 2.883 -1.785
O: -1.002 -0.991 -3.500
C: -0.800 -1.976 -2.596
O: -0.559 -3.163 -2.874
O: -0.879 -1.463 -1.348
C: -1.649 -0.217 -1.450
C: -3.096 -0.663 -1.367
C: -4.185 0.409 -1.465
C: -5.554 -0.142 -0.990
C: -6.137 0.894 -0.033
N: -5.286 0.961 1.153
H: 3.316 0.607 1.401
H: 1.962 -0.425 1.036
H: 3.546 -0.690 0.225
H: -0.324 2.323 -1.329
H: 1.219 2.630 -2.056
H: 0.988 -0.124 -2.322
H: 0.759 0.998 -3.613
H: -1.259 1.360 -4.579
H: -2.732 0.638 -4.032
H: -2.867 4.368 -3.698
H: -3.247 3.304 -1.600
H: -1.339 0.341 -0.576
H: -3.317 -1.463 -2.068
H: -3.180 -1.094 -0.372
H: -3.906 1.244 -0.838
H: -4.285 0.717 -2.499
H: -6.213 -0.257 -1.844
H: -5.423 -1.068 -0.443
H: -7.173 0.701 0.215
H: -6.082 1.852 -0.554
H: -4.511 0.318 1.082
H: -5.789 0.699 1.986
C: 4.975 0.695 -4.849
O: 3.859 0.895 -5.316
N: 5.929 0.020 -5.558
N: 5.346 1.139 -3.614
H: 6.852 -0.153 -5.213
H: 5.688 -0.282 -6.487
H: 4.655 1.623 -3.066
H: 6.253 0.982 -3.221
C: -1.619 2.509 1.690
O: -1.503 1.328 1.387
N: -0.531 3.298 1.939
N: -2.837 3.108 1.790
H: -0.595 4.266 2.182
H: 0.373 2.871 1.855
H: -3.643 2.528 1.592
H: -2.972 4.070 2.030
C: 4.850 1.856 -8.875
O: 5.555 0.857 -8.824
N: 4.430 2.510 -7.759
N: 4.433 2.384 -10.071
H: 3.850 3.325 -7.774
H: 4.711 2.125 -6.875
H: 4.726 1.916 -10.906
H: 3.854 3.197 -10.143
C: -6.936 -2.858 1.868
O: -7.042 -1.669 1.587
N: -5.736 -3.465 2.077
N: -8.037 -3.666 1.980
H: -5.643 -4.433 2.314
H: -4.899 -2.912 2.005
H: -8.933 -3.246 1.828
H: -7.985 -4.641 2.203
C: 3.499 -1.342 4.233
O: 3.417 -0.308 3.582
N: 4.321 -1.479 5.306
N: 2.750 -2.449 3.916
H: 4.396 -2.309 5.858
H: 4.870 -0.688 5.569
H: 2.134 -2.379 3.129
H: 2.795 -3.309 4.426
C: -2.007 -2.727 3.549
O: -3.109 -2.831 3.027
N: -1.584 -3.599 4.518
N: -1.124 -1.754 3.206
H: -0.688 -3.539 4.959
H: -2.216 -4.327 4.789
H: -1.394 -1.102 2.487
H: -0.217 -1.663 3.620
C: 6.058 -1.544 8.878
O: 5.310 -1.646 7.916
N: 6.005 -2.406 9.936
N: 7.000 -0.559 8.967
H: 6.606 -2.342 10.734
H: 5.322 -3.137 9.898
H: 7.061 0.090 8.206
H: 7.621 -0.456 9.745

As for the spin multiplicity: 1. The value obtained for the orbital gap is 0.331 hartree. Its SMILES is CC(=O)OCC[C@@]1(CB(O)O)OC(=O)O[C@@H]1CCCCN.NC(N)=O.NC(N)=O.NC(N)=O.NC(N)=O.NC(N)=O.NC(N)=O.NC(N)=O.

***

(2)
Molecular formula: C19H50Br5CaKN2O7PS2
Method: DFT, the ωB97M-V functional and the def2-TZVPD basis

Element x y z (Å)
C: 3.950 -1.745 0.350
C: 2.764 -1.098 1.072
C: 2.247 0.160 0.361
C: 0.722 0.358 0.555
N: 0.007 -0.359 -0.489
P: -1.630 0.322 -0.952
S: -3.508 1.541 -1.392
C: -1.096 0.456 -2.812
C: -0.803 -0.787 -3.661
C: -0.097 -1.996 -3.051
S: 0.134 -3.348 -4.231
O: 1.486 -3.445 -4.694
O: -0.339 -4.531 -3.603
O: -0.844 -3.094 -5.535
C: -2.087 0.206 0.925
O: -3.509 0.008 1.164
C: -3.744 -0.543 2.416
C: -3.624 -2.097 2.511
C: -4.927 -2.933 2.315
N: -2.380 -1.251 -1.143
C: -3.457 -1.578 -2.019
C: -4.799 -1.913 -1.360
H: 4.809 -1.074 0.375
H: 4.243 -2.667 0.855
H: 3.665 -1.963 -0.679
H: 1.956 -1.800 1.277
H: 3.129 -0.789 2.057
H: 2.549 0.241 -0.686
H: 2.699 1.019 0.870
H: 0.562 1.447 0.602
H: 0.542 -0.041 1.558
H: 0.559 -0.164 -1.316
H: -1.053 1.659 -0.785
H: -4.599 0.871 -1.001
H: -0.260 1.161 -2.834
H: -1.909 1.004 -3.289
H: -1.729 -1.139 -4.117
H: -0.206 -0.490 -4.535
H: -0.596 -2.474 -2.221
H: 0.923 -1.752 -2.755
H: -0.360 -2.542 -6.170
H: -1.624 -0.690 1.345
H: -1.816 1.116 1.476
H: -4.784 -0.278 2.674
H: -3.083 -0.098 3.167
H: -3.205 -2.316 3.494
H: -2.889 -2.440 1.784
H: -5.846 -2.374 2.519
H: -4.875 -3.773 3.004
H: -4.906 -3.371 1.317
H: -1.921 -2.019 -0.685
H: -3.201 -2.542 -2.469
H: -3.589 -0.962 -2.905
H: -5.059 -1.196 -0.564
H: -4.686 -2.905 -0.917
H: -5.607 -1.964 -2.091
K: -6.723 -1.155 1.088
C: 5.064 -0.876 6.560
C: 5.319 -0.140 5.255
O: 4.202 0.585 4.779
C: 3.713 1.608 5.623
C: 4.723 2.707 5.908
H: 4.188 -1.519 6.471
H: 5.927 -1.491 6.821
H: 4.885 -0.187 7.387
H: 5.554 -0.864 4.475
H: 6.191 0.518 5.345
H: 3.327 1.183 6.558
H: 2.858 2.038 5.100
H: 5.571 2.337 6.487
H: 4.256 3.509 6.480
H: 5.115 3.117 4.977
C: 0.280 4.179 -2.638
O: -1.047 3.972 -3.061
H: 0.725 4.942 -3.284
H: 0.308 4.542 -1.609
H: 0.853 3.240 -2.728
H: -1.444 3.298 -2.489
Ca: 1.515 4.177 -5.009
C: 3.330 8.723 -3.794
Br: 1.782 7.558 -3.900
Br: 2.910 10.528 -4.329
Br: 4.151 8.668 -2.051
H: 4.055 8.344 -4.499
Br: -2.973 -3.788 -4.783
Br: -1.112 -7.016 -3.180
O: -5.262 -4.653 -3.315
H: -4.538 -5.113 -3.731

Its energy above the lowest of the compared OMol25 structures with the same formula, charge and spin is 0.000 eV. As for the charge: -1. As for the spin multiplicity: 1. The value obtained for the orbital gap is 0.105 hartree.

***

(3)
Molecular formula: C19H52BrIN4O18P5
Method: DFT, the ωB97M-V functional and the def2-TZVPD basis

Element x y z (Å)
C: 0.299 -5.015 -0.614
C: 1.235 -3.839 -0.132
O: 0.719 -2.525 -0.479
C: 1.836 -1.781 -0.979
C: 1.584 -0.229 -1.112
C: 0.130 0.256 -0.783
C: -1.125 -0.358 -1.559
Br: -0.837 -1.513 -3.111
N: -1.962 -0.817 -0.416
P: -3.727 -0.974 -0.779
N: -4.395 -1.738 0.662
O: -3.958 -2.031 -2.075
C: -1.717 0.226 0.551
N: -2.573 0.920 1.256
N: -0.302 0.481 0.621
I: 0.748 -0.401 2.147
H: 0.057 -4.993 -1.708
H: -0.600 -5.086 0.052
H: 0.892 -5.966 -0.449
H: 2.248 -4.032 -0.595
H: 1.300 -3.874 0.998
H: 2.683 -1.915 -0.233
H: 2.250 -2.179 -1.957
H: 1.781 0.047 -2.191
H: 2.350 0.313 -0.497
H: 0.145 1.315 -1.194
H: -1.665 0.576 -1.903
H: -4.437 -1.091 1.453
H: -5.363 -2.041 0.498
H: -4.597 -2.714 -1.791
H: -3.588 0.891 1.169
H: -2.204 1.618 1.909
C: -2.771 -4.365 -4.906
O: -2.712 -5.095 -6.117
P: -1.211 -5.799 -6.549
O: -0.775 -6.137 -5.129
O: -0.621 -4.347 -7.027
C: -1.340 -3.652 -8.051
O: 0.133 -6.583 -7.271
C: 0.005 -8.001 -7.406
H: -3.678 -3.756 -4.924
H: -2.837 -5.048 -4.059
H: -1.908 -3.706 -4.797
H: -1.899 -2.830 -7.600
H: -2.038 -4.307 -8.578
H: -0.623 -3.250 -8.766
H: -0.859 -8.244 -8.027
H: -0.100 -8.471 -6.426
H: 0.903 -8.383 -7.889
C: -4.592 1.986 4.693
O: -4.443 1.177 5.839
P: -5.123 -0.393 5.779
O: -4.837 -0.636 4.299
O: -6.629 0.204 6.007
C: -6.860 0.974 7.193
O: -5.709 -1.982 6.045
C: -4.698 -2.975 6.247
H: -4.375 3.018 4.974
H: -3.876 1.685 3.927
H: -5.610 1.938 4.300
H: -6.913 2.032 6.928
H: -6.070 0.833 7.934
H: -7.811 0.666 7.627
H: -4.093 -2.725 7.120
H: -4.060 -3.058 5.365
H: -5.187 -3.933 6.422
C: 2.529 4.469 6.849
O: 2.121 4.976 5.585
P: 2.698 4.187 4.179
O: 2.688 2.779 4.762
O: 4.170 4.885 4.337
C: 4.222 6.315 4.356
O: 3.124 3.650 2.604
C: 2.023 3.175 1.833
H: 2.321 5.238 7.595
H: 1.952 3.581 7.102
H: 3.597 4.245 6.860
H: 4.393 6.653 5.380
H: 3.297 6.764 3.985
H: 5.051 6.641 3.728
H: 1.285 3.971 1.713
H: 1.564 2.310 2.316
H: 2.388 2.880 0.849
C: 4.959 3.388 -0.336
O: 4.422 4.070 -1.460
P: 4.869 3.518 -3.020
O: 4.921 2.037 -2.660
O: 6.341 4.221 -2.892
C: 6.377 5.633 -2.660
O: 5.147 3.239 -4.690
C: 3.992 2.858 -5.440
H: 4.818 4.022 0.543
H: 4.420 2.455 -0.172
H: 6.026 3.197 -0.459
H: 6.640 5.816 -1.616
H: 5.417 6.108 -2.872
H: 7.139 6.071 -3.304
H: 3.232 3.639 -5.385
H: 3.585 1.916 -5.064
H: 4.286 2.726 -6.481

As for the charge: +1. As for the spin multiplicity: 1. The value obtained for the orbital gap is 0.248 hartree.

***

(4)
Molecular formula: C19H53AgN4O6
Method: DFT, the ωB97M-V functional and the def2-TZVPD basis

Element x y z (Å)
Ag: 5.150 0.580 -0.329
C: 1.822 1.679 -0.632
O: 2.968 1.282 0.068
H: 2.062 1.525 -1.686
H: 0.946 1.085 -0.353
H: 1.566 2.700 -0.329
C: 4.079 -3.469 1.741
C: 4.463 -2.369 0.744
C: 3.504 -2.139 -0.431
O: 3.877 -1.083 -1.294
C: 3.088 -1.023 -2.478
N: 4.754 -1.080 1.425
H: 4.883 -3.699 2.435
H: 3.737 -4.303 1.124
H: 3.222 -3.242 2.381
H: 5.452 -2.582 0.326
H: 2.529 -1.918 0.018
H: 3.561 -3.128 -0.892
H: 3.466 -0.191 -3.076
H: 2.072 -0.751 -2.222
H: 3.192 -1.904 -3.108
H: 5.271 -1.244 2.285
H: 3.882 -0.726 1.826
C: -2.274 -2.882 -2.315
C: -0.810 -2.498 -2.641
C: -0.559 -2.409 -4.129
O: 0.776 -2.036 -4.484
C: 0.959 -1.408 -5.731
N: -0.606 -1.191 -2.047
H: -2.428 -2.784 -1.245
H: -2.582 -3.826 -2.762
H: -2.837 -2.131 -2.878
H: -0.194 -3.302 -2.214
H: -1.255 -1.705 -4.597
H: -0.733 -3.372 -4.623
H: 0.399 -0.485 -5.903
H: 0.702 -2.146 -6.497
H: 2.012 -1.157 -5.855
H: 0.347 -0.896 -2.179
H: -0.739 -1.223 -1.041
C: -0.517 -0.994 1.801
C: 0.132 0.104 2.608
C: -0.600 0.318 3.922
O: -1.914 0.782 3.631
C: -2.709 1.037 4.796
N: 1.579 -0.028 2.790
H: 0.247 -1.524 1.226
H: -1.281 -0.659 1.099
H: -1.008 -1.680 2.493
H: 0.049 1.058 2.064
H: -0.114 1.056 4.565
H: -0.717 -0.628 4.465
H: -2.309 1.839 5.417
H: -2.898 0.112 5.343
H: -3.649 1.351 4.346
H: 2.058 0.233 1.936
H: 1.856 0.755 3.380
C: -6.016 0.272 -2.294
C: -5.355 1.557 -1.744
C: -4.181 1.208 -0.842
O: -3.671 2.446 -0.328
C: -2.370 2.258 0.173
N: -4.902 2.333 -2.932
H: -5.355 -0.186 -3.033
H: -6.924 0.605 -2.795
H: -6.257 -0.480 -1.543
H: -6.122 2.128 -1.218
H: -3.416 0.724 -1.461
H: -4.457 0.561 -0.005
H: -1.959 3.080 0.760
H: -1.707 2.124 -0.693
H: -2.316 1.377 0.819
H: -4.476 1.664 -3.571
H: -4.078 2.747 -2.488
C: 1.011 3.658 4.013
C: 2.221 4.140 3.282
O: 2.941 3.013 2.717
H: 0.458 4.492 4.456
H: 1.151 2.921 4.801
H: 0.258 3.277 3.313
H: 2.914 4.557 4.014
H: 2.012 4.886 2.516
H: 2.670 2.958 1.798

Its energy above the lowest of the compared OMol25 structures with the same formula, charge and spin is 0.000 eV. As for the charge: +1. Its expectation value of S² is 0.754. As for the spin multiplicity: 2. The value obtained for the orbital gap (spin up / spin down) is 0.265 / 0.188 hartree.

***

(5)
Molecular formula: C19H53CdCl4HgN3O8
Method: DFT, the ωB97M-V functional and the def2-TZVPD basis

Element x y z (Å)
Hg: -0.188 1.585 2.076
Cd: -0.941 -2.799 3.585
Cl: -2.405 -2.756 1.520
Cl: 1.558 1.481 -0.012
Cl: 0.451 -0.869 3.033
Cl: -2.445 1.322 0.521
C: -4.873 1.535 -3.420
O: -3.997 0.527 -2.968
C: -2.886 0.265 -3.889
C: -1.779 -0.429 -3.064
N: -2.234 -1.521 -2.186
C: -2.395 -2.677 -3.102
C: -2.966 -3.838 -2.199
O: -4.251 -3.521 -1.776
C: -5.219 -4.406 -2.348
H: -4.389 2.494 -3.602
H: -5.716 1.583 -2.730
H: -5.320 1.198 -4.355
H: -2.449 1.209 -4.216
H: -3.045 -0.309 -4.802
H: -1.531 0.363 -2.356
H: -0.982 -0.626 -3.781
H: -1.395 -1.680 -1.647
H: -1.449 -2.951 -3.568
H: -3.034 -2.426 -3.948
H: -2.291 -3.827 -1.343
H: -2.903 -4.787 -2.730
H: -6.244 -4.364 -1.981
H: -5.012 -5.452 -2.120
H: -5.269 -4.193 -3.416
C: -0.191 4.772 0.837
O: -0.558 3.900 1.905
C: -1.190 4.590 2.960
C: -2.131 3.589 3.732
N: -1.483 2.247 3.954
C: -0.606 2.103 5.093
C: 0.707 2.875 4.952
O: 1.141 2.906 3.549
C: 2.441 3.436 3.473
H: 0.095 4.162 -0.019
H: 0.542 5.523 1.133
H: -1.159 5.167 0.528
H: -1.666 5.523 2.660
H: -0.482 5.033 3.660
H: -3.050 3.440 3.166
H: -2.274 4.119 4.674
H: -2.273 1.770 4.365
H: -0.305 1.058 5.162
H: -1.137 2.446 5.980
H: 1.439 2.478 5.655
H: 0.593 3.912 5.267
H: 2.441 4.473 3.810
H: 2.654 3.452 2.404
H: 2.993 2.707 4.067
C: 1.598 -1.460 -2.561
C: 0.958 -2.403 -1.557
C: 2.180 -3.253 -1.026
O: 1.521 -4.358 -0.334
C: 2.448 -5.356 0.066
N: 0.199 -1.593 -0.635
H: 2.434 -0.889 -2.156
H: 1.016 -0.598 -2.889
H: 1.920 -1.967 -3.471
H: 0.298 -3.070 -2.112
H: 2.909 -2.683 -0.450
H: 2.767 -3.718 -1.819
H: 1.874 -6.248 0.314
H: 3.006 -4.945 0.908
H: 3.078 -5.612 -0.786
H: 0.889 -0.982 -0.223
H: -0.097 -2.205 0.112
C: 4.359 -1.502 3.755
O: 4.880 -2.511 2.951
H: 4.177 -1.835 4.777
H: 4.988 -0.615 3.675
H: 3.323 -1.215 3.578
H: 4.813 -2.105 2.083
C: 4.770 0.004 -0.982
O: 5.626 -0.926 -0.195
H: 5.300 0.927 -1.218
H: 4.416 -0.453 -1.906
H: 3.867 0.291 -0.444
H: 6.204 -0.376 0.339
C: 0.311 2.625 -3.587
O: 1.549 2.999 -3.054
H: -0.483 2.845 -2.873
H: 0.081 3.125 -4.528
H: 0.144 1.558 -3.729
H: 1.734 2.692 -2.164

As for the spin multiplicity: 1. The value obtained for the orbital gap is 0.150 hartree.

***

Number 1: F_max 3.779 eV/A. Number 2: F_max 2.781 eV/A. Number 3: F_max 9.324 eV/A. Number 4: F_max 2.093 eV/A. Number 5: F_max 3.231 eV/A.